[1]
{
  "formula": "C14H10AsCl3N2S4Ti",
  "method": "ωB97M-V/def2-TZVPD",
  "elements": ["Ti", "S", "As", "S", "S", "S", "Cl", "C", "Cl", "Cl", "C", "N", "C", "C", "C", "C", "C", "C", "N", "C", "C", "C", "C", "C", "C", "H", "H", "H", "H", "H", "H", "H", "H", "H", "H"],
  "coordinates": [[0.959, 0.644, 0.783], [3.144, 3.662, 3.519], [2.124, 2.350, 2.341], [2.564, 0.161, 2.473], [2.131, 2.600, 0.127], [-0.073, 2.002, 2.414], [5.695, 0.985, 0.299], [5.222, -0.428, -0.605], [5.755, -0.334, -2.286], [5.808, -1.906, 0.156], [3.746, -0.493, -0.616], [2.604, -0.497, -0.583], [-2.327, -3.861, 1.022], [-2.820, -3.098, -0.026], [-2.207, -1.904, -0.382], [-1.094, -1.460, 0.319], [-0.599, -2.223, 1.374], [-1.210, -3.418, 1.718], [-0.428, -0.251, -0.027], [-1.102, 0.809, -0.724], [-0.485, 1.362, -1.833], [-1.038, 2.483, -2.452], [-2.223, 3.009, -1.985], [-2.866, 2.425, -0.888], [-2.308, 1.340, -0.252], [-2.807, -4.791, 1.295], [-3.687, -3.435, -0.580], [-2.589, -1.319, -1.209], [0.260, -1.882, 1.942], [-0.814, -4.000, 2.540], [0.426, 0.913, -2.209], [-0.538, 2.928, -3.301], [-2.657, 3.875, -2.468], [-3.792, 2.845, -0.519], [-2.775, 0.904, 0.623]],
  "charge": 0,
  "homo_ha": -0.30710
}



[2]
{
  "formula": "C14H10BrN7OS2",
  "method": "ωB97M-V/def2-TZVPD",
  "elements": ["C", "C", "N", "N", "C", "N", "C", "O", "C", "S", "C", "N", "N", "C", "C", "N", "N", "C", "C", "C", "C", "Br", "C", "C", "S", "H", "H", "H", "H", "H", "H", "H", "H", "H", "H"],
  "coordinates": [[0.537, 4.248, -0.456], [1.360, 2.985, -0.848], [1.560, 2.625, -2.051], [2.124, 1.353, -2.096], [2.426, 0.770, -1.056], [3.003, -0.318, -0.643], [3.091, -0.898, 0.733], [2.993, -0.090, 1.443], [3.665, -2.162, 0.491], [2.821, -3.203, -0.735], [1.298, -2.962, -0.539], [0.356, -3.301, -1.096], [-0.908, -2.991, -1.193], [-1.239, -1.975, -0.167], [-0.191, -1.268, 0.648], [1.109, -1.583, 0.172], [-0.630, -0.174, 1.237], [-2.096, -0.089, 1.065], [-2.944, 0.725, 1.302], [-4.237, 0.664, 1.080], [-4.474, -0.279, 0.006], [-6.478, -0.522, -0.365], [-3.713, -1.361, -0.347], [-2.325, -1.363, 0.052], [1.864, 1.944, 0.298], [-0.366, 4.083, 0.084], [0.162, 4.592, -1.494], [1.096, 4.860, 0.022], [3.242, -0.686, -1.566], [4.818, -2.236, 0.324], [3.522, -2.400, 1.604], [0.004, 0.338, 1.769], [-2.597, 1.320, 2.082], [-4.916, 1.473, 1.287], [-3.936, -2.119, -1.048]],
  "charge": 0,
  "homo_ha": -0.30836,
  "smiles": "Cc1nnc(NC(=O)CSc2nnc3c(n2)[nH]c2ccc(Br)cc23)s1"
}



[3]
{
  "formula": "C14H10Cl3GeN3O3STi",
  "method": "ωB97M-V/def2-TZVPD",
  "elements": ["Ti", "O", "C", "C", "C", "C", "C", "C", "C", "N", "N", "C", "O", "C", "C", "C", "C", "C", "C", "H", "H", "H", "H", "H", "H", "H", "H", "H", "H", "Cl", "Ge", "Cl", "Cl", "O", "S", "N"],
  "coordinates": [[-1.281, 0.442, -0.624], [-0.829, 2.354, -0.675], [-0.536, 3.121, 0.340], [-0.982, 4.459, 0.351], [-0.676, 5.303, 1.393], [0.106, 4.867, 2.469], [0.565, 3.570, 2.470], [0.246, 2.678, 1.436], [0.808, 1.352, 1.467], [0.425, 0.402, 0.695], [1.169, -0.769, 0.731], [0.788, -1.495, -0.279], [-0.126, -1.119, -1.116], [1.422, -2.819, -0.506], [0.955, -3.622, -1.541], [1.528, -4.866, -1.766], [2.566, -5.311, -0.961], [3.032, -4.510, 0.075], [2.463, -3.268, 0.303], [-1.586, 4.788, -0.485], [-1.047, 6.321, 1.377], [0.348, 5.539, 3.282], [1.182, 3.212, 3.288], [1.631, 1.146, 2.150], [0.142, -3.258, -2.156], [1.159, -5.487, -2.572], [3.012, -6.283, -1.138], [3.842, -4.856, 0.705], [2.811, -2.632, 1.105], [-3.215, -1.477, -1.040], [-3.888, -0.546, -3.058], [-3.070, -2.185, -4.385], [-1.912, 0.791, -3.053], [-4.602, 1.885, -0.195], [-3.888, 1.454, 1.012], [-2.562, 0.816, 0.898]],
  "e_above_lowest_ev": 0.000,
  "s2": 0.75,
  "multiplicity": 2,
  "charge": -1,
  "homo_ha": [-0.18520, -0.20226]
}



[4]
{
  "formula": "C14H10CoF7N2O4S2",
  "method": "ωB97M-V/def2-TZVPD",
  "elements": ["Co", "N", "C", "C", "C", "C", "C", "C", "C", "C", "C", "C", "C", "C", "H", "H", "H", "H", "H", "H", "H", "H", "H", "H", "F", "C", "F", "F", "S", "O", "O", "N", "S", "O", "O", "C", "F", "F", "F", "F"],
  "coordinates": [[0.783, -0.212, -1.851], [-0.447, -1.779, -0.967], [-1.845, -1.583, -1.158], [-2.614, -2.663, -1.572], [-3.973, -2.530, -1.806], [-4.574, -1.296, -1.617], [-3.801, -0.220, -1.207], [-2.430, -0.323, -0.966], [-1.677, 0.910, -0.560], [-2.300, 1.776, 0.343], [-1.725, 2.992, 0.677], [-0.524, 3.360, 0.084], [0.101, 2.482, -0.794], [-0.429, 1.227, -1.132], [-0.169, -2.730, -1.158], [-0.131, -1.503, -0.033], [-2.132, -3.626, -1.714], [-4.552, -3.385, -2.132], [-5.632, -1.164, -1.804], [-4.264, 0.753, -1.096], [-3.233, 1.481, 0.813], [-2.207, 3.643, 1.396], [-0.060, 4.310, 0.331], [1.052, 2.784, -1.222], [2.148, -2.770, 3.127], [2.161, -1.517, 3.581], [1.120, -1.343, 4.397], [3.279, -1.321, 4.273], [1.998, -0.324, 2.200], [0.828, -0.771, 1.486], [1.976, 0.976, 2.801], [3.376, -0.676, 1.493], [3.779, -0.267, 0.039], [2.696, -0.274, -0.925], [4.982, -0.941, -0.327], [4.244, 1.516, 0.130], [3.159, 2.281, 0.137], [4.984, 1.821, -0.936], [4.953, 1.752, 1.229], [1.098, -0.841, -3.558]],
  "e_above_lowest_ev": 0.000,
  "s2": 3.76,
  "multiplicity": 4,
  "charge": -1,
  "homo_ha": [-0.19759, -0.20824]
}



[5]
{
  "formula": "C14H11Cl2F10NO2",
  "method": "ωB97M-V/def2-TZVPD",
  "elements": ["C", "C", "C", "C", "C", "C", "O", "C", "F", "F", "F", "C", "F", "F", "Cl", "C", "C", "C", "C", "O", "C", "F", "F", "F", "C", "F", "F", "Cl", "N", "H", "H", "H", "H", "H", "H", "H", "H", "H", "H", "H"],
  "coordinates": [[-2.507, 0.368, 2.774], [-1.235, 0.432, 1.946], [-0.962, 1.575, 1.219], [0.134, 1.636, 0.374], [0.345, 2.867, -0.560], [0.043, 4.250, 0.158], [0.843, 4.462, 1.354], [-0.727, 2.685, -1.713], [-0.633, 1.474, -2.316], [-1.969, 2.860, -1.194], [-0.588, 3.572, -2.735], [1.812, 2.998, -1.147], [2.008, 2.049, -2.100], [2.012, 4.212, -1.694], [3.044, 2.749, 0.113], [0.888, 0.452, 0.316], [0.661, -0.652, 1.164], [1.609, -1.891, 1.040], [1.764, -2.293, -0.438], [0.461, -2.503, -0.994], [1.059, -3.115, 1.822], [-0.180, -3.467, 1.403], [1.794, -4.232, 1.594], [1.069, -2.858, 3.140], [3.035, -1.478, 1.568], [2.994, -1.036, 2.829], [3.581, -0.501, 0.776], [4.191, -2.887, 1.502], [-0.437, -0.636, 1.912], [-2.338, -0.175, 3.703], [-2.796, 1.393, 3.096], [-3.351, -0.086, 2.235], [-1.667, 2.399, 1.314], [-1.037, 4.310, 0.472], [0.187, 5.110, -0.515], [1.811, 4.457, 1.139], [1.715, 0.392, -0.379], [2.266, -1.496, -1.027], [2.372, -3.182, -0.576], [-0.102, -3.045, -0.411]],
  "charge": 0,
  "homo_ha": -0.36338,
  "smiles": "Cc1cc([C@](CO)(C(F)(F)F)C(F)(F)Cl)cc([C@](CO)(C(F)(F)F)C(F)(F)Cl)n1"
}



[6]
{
  "formula": "C14H11Cl2N3O5P",
  "method": "ωB97M-V/def2-TZVPD",
  "elements": ["N", "C", "C", "C", "C", "P", "O", "O", "O", "C", "C", "C", "C", "C", "N", "C", "C", "C", "C", "O", "N", "Cl", "C", "O", "H", "H", "H", "H", "H", "H", "H", "H", "H", "H", "H", "Cl"],
  "coordinates": [[1.643, -2.106, -3.027], [1.204, -1.314, -1.945], [-0.143, -1.021, -1.727], [-0.602, -0.259, -0.650], [-2.087, -0.007, -0.422], [-3.230, -0.950, -1.452], [-4.612, -0.627, -1.115], [-2.971, -0.614, -3.009], [-2.983, -2.540, -1.245], [0.343, 0.260, 0.270], [-0.035, 1.040, 1.476], [0.195, 0.495, 2.743], [-0.132, 1.299, 3.805], [-0.654, 2.566, 3.561], [-0.941, 3.115, 2.391], [-0.609, 2.292, 1.375], [1.691, -0.006, 0.030], [2.112, -0.773, -1.053], [3.564, -0.904, -1.029], [4.308, -1.494, -1.757], [4.031, -0.180, 0.120], [5.117, 1.111, -0.296], [2.891, 0.427, 0.801], [2.997, 1.119, 1.749], [2.518, -2.546, -2.759], [1.000, -2.879, -3.161], [-0.834, -1.429, -2.448], [-2.298, 1.045, -0.652], [-2.349, -0.137, 0.623], [-2.816, -1.417, -3.519], [-2.062, -2.690, -0.989], [0.611, -0.498, 2.834], [0.038, 0.976, 4.821], [-0.856, 3.188, 4.428], [-0.772, 2.681, 0.382], [-3.275, 2.774, 0.844]],
  "e_above_lowest_ev": 0.000,
  "charge": -1,
  "homo_ha": -0.14708
}



[7]
{
  "formula": "C14H11I2N3ORhSe",
  "method": "ωB97M-V/def2-TZVPD",
  "elements": ["Rh", "I", "C", "C", "C", "I", "C", "O", "C", "C", "N", "C", "C", "C", "C", "C", "C", "N", "C", "H", "H", "H", "H", "H", "H", "H", "H", "H", "H", "H", "Se", "C", "N"],
  "coordinates": [[-1.415, 0.122, -0.347], [3.378, -5.313, 0.323], [1.756, -4.099, -0.133], [0.469, -4.538, 0.136], [-0.617, -3.723, -0.154], [-2.543, -4.344, 0.289], [-0.419, -2.470, -0.728], [-1.455, -1.665, -1.010], [0.886, -2.034, -0.989], [1.077, -0.662, -1.559], [0.546, 0.369, -0.610], [0.791, 1.777, -1.021], [-0.109, 2.686, -0.237], [0.233, 3.974, 0.118], [-0.684, 4.732, 0.834], [-1.901, 4.171, 1.185], [-2.164, 2.866, 0.814], [-1.289, 2.150, 0.103], [1.969, -2.846, -0.687], [0.304, -5.508, 0.584], [0.540, -0.525, -2.501], [2.137, -0.461, -1.724], [0.982, 0.201, 0.299], [0.586, 1.850, -2.092], [1.839, 2.036, -0.862], [1.199, 4.376, -0.155], [-0.442, 5.745, 1.125], [-2.635, 4.725, 1.751], [-3.085, 2.369, 1.086], [2.977, -2.505, -0.890], [-0.359, -2.247, 3.248], [-1.035, -1.037, 2.243], [-1.517, -0.170, 1.560]],
  "charge": 1,
  "homo_ha": [-0.40368, -0.40368]
}



Number 1: DFT total energy -182524.505 eV, maximum force 1.2 eV/A. Number 2: DFT total energy -118857.984 eV, maximum force 18.7 eV/A. Number 3: DFT total energy -153335.778 eV, maximum force 0.2 eV/A. Number 4: DFT total energy -104173.092 eV, maximum force 0.7 eV/A. Number 5: DFT total energy -72501.869 eV, maximum force 2.0 eV/A. Number 6: DFT total energy -63742.070 eV, maximum force 2.5 eV/A. Number 7: DFT total energy -105762.561 eV, maximum force 0.5 eV/A.